A structure of composition C16H11BF4N3O5Pd. Source: the Open Molecules 2025 dataset; level of theory: the ωB97M-V functional and the def2-TZVPD basis.

```
41
C16H11BF4N3O5Pd the ωB97M-V functional and the def2-TZVPD basis
Pd 0.00 0.15 -0.37
O 0.09 0.99 1.45
C -0.69 1.02 2.39
C -0.23 1.61 3.63
C -1.02 1.65 4.71
C -2.36 1.12 4.63
C -2.87 0.57 3.49
C -2.09 0.49 2.32
C -2.61 -0.01 1.12
N -1.96 -0.16 -0.07
C -2.80 -0.66 -0.96
C -4.05 -0.84 -0.33
N -3.91 -0.44 0.93
H 0.80 1.97 3.63
H -0.67 2.07 5.64
H -2.98 1.17 5.52
H -3.89 0.20 3.51
H -2.50 -0.88 -1.98
H -4.98 -1.22 -0.73
H -4.65 -0.46 1.62
F -0.22 -0.54 -2.17
B -0.61 -1.21 -3.86
F 0.15 -2.30 -3.84
F -0.25 -0.16 -4.60
F -1.94 -1.38 -3.65
O 2.12 -0.60 1.35
C 2.61 -0.07 0.37
O 1.91 0.34 -0.66
C 4.08 0.19 0.26
C 4.90 -0.21 1.30
C 6.27 0.02 1.24
C 6.77 0.64 0.12
C 5.98 1.04 -0.94
C 4.62 0.81 -0.87
N 8.24 0.89 0.04
O 8.92 0.54 0.99
O 8.67 1.45 -0.95
H 4.46 -0.70 2.16
H 6.93 -0.28 2.03
H 6.43 1.52 -1.80
H 3.97 1.10 -1.68
```

Summary:
2S+1 = 1
E_LUMO (spin up / spin down) = -8.2 / -8.1 eV
Charge = +1
HOMO (spin up / spin down) = -11.88 / -11.88 eV
Gap between HOMO and LUMO (spin up / spin down) = 3.68 / 3.82 eV
ΔE to the lowest compared entry with this formula, charge and spin = 10.2 kcal per mole

A structure of composition C3H5Br2NO2 at a distorted geometry. Source: the Open Molecules 2025 dataset; level of theory: the ωB97M-V functional and the def2-TZVPD basis.

```
13
C3H5Br2NO2 the ωB97M-V functional and the def2-TZVPD basis
C 0.17 -1.54 1.02
C 0.26 -0.73 -0.29
C -0.42 0.56 -0.27
N 0.03 1.69 -1.21
O -0.87 2.43 -1.57
O 1.23 1.70 -1.46
Br -2.29 0.60 -0.18
Br 0.22 2.04 1.58
H 0.77 -1.02 1.74
H 0.62 -2.52 0.89
H -0.92 -1.64 1.43
H -0.18 -1.21 -1.11
H 1.38 -0.37 -0.58
```

Summary:
2S+1 = 1
E_LUMO (spin up / spin down) = -2.1 / -2.1 eV
HOMO (spin up / spin down) = -10.24 / -10.24 eV
Gap between HOMO and LUMO (spin up / spin down) = 8.17 / 8.17 eV
ΔE to the lowest compared entry with this formula, charge and spin = 95.8 kcal per mole

A structure of composition C34H39N5O2P2RuS2 at a distorted geometry. Source: the Open Molecules 2025 dataset; level of theory: the ωB97M-V functional and the def2-TZVPD basis.

```
85
C34H39N5O2P2RuS2 the ωB97M-V functional and the def2-TZVPD basis
Ru -2.16 -1.22 1.27
C -0.72 -2.02 2.92
C -0.47 -0.69 2.51
C 0.66 -0.32 1.55
C 0.35 -0.28 0.04
C -0.77 -1.18 -0.41
C -0.94 -2.52 0.02
C 0.10 -3.27 0.82
C -0.09 -3.24 2.35
C -3.77 -1.45 0.08
H -1.23 -2.19 3.88
H -0.77 0.09 3.21
H 1.51 -0.99 1.75
H 1.01 0.68 1.85
H 0.06 0.76 -0.22
H 1.26 -0.46 -0.56
H -1.28 -0.88 -1.34
H -1.67 -3.16 -0.50
H 1.12 -2.91 0.59
H 0.05 -4.33 0.50
H -0.70 -4.10 2.68
H 0.91 -3.39 2.80
H -4.48 -2.26 0.39
H -3.38 -1.63 -0.94
H -4.32 -0.47 0.12
P 0.66 1.30 -2.99
P 2.01 2.72 -0.15
N 1.28 0.08 -4.07
N 0.19 2.41 -4.33
N 3.63 2.00 -0.01
N 2.45 4.30 0.57
C 2.33 2.09 -2.79
C 2.28 3.32 -1.88
C 0.51 -1.03 -4.40
C 1.17 -1.73 -5.40
C 2.38 -1.04 -5.69
C 2.42 0.09 -4.89
C -1.13 2.82 -4.54
C -1.18 3.63 -5.67
C 0.16 3.79 -6.14
C 0.97 2.97 -5.35
C 3.91 0.92 0.84
C 5.18 0.43 0.57
C 5.74 1.26 -0.45
C 4.78 2.20 -0.79
C 3.71 4.90 0.72
C 3.53 6.21 1.17
C 2.12 6.46 1.22
C 1.49 5.30 0.80
H 2.74 2.42 -3.76
H 3.00 1.32 -2.35
H 3.23 3.88 -1.96
H 1.48 4.03 -2.15
H -0.43 -1.20 -3.89
H 0.81 -2.64 -5.86
H 3.15 -1.30 -6.41
H 3.15 0.89 -4.83
H -1.90 2.48 -3.87
H -2.07 4.04 -6.12
H 0.50 4.42 -6.95
H 2.01 2.73 -5.47
H 3.20 0.62 1.61
H 5.67 -0.39 1.08
H 6.74 1.24 -0.86
H 4.86 2.98 -1.54
H 4.61 4.35 0.50
H 4.33 6.89 1.45
H 1.64 7.38 1.52
H 0.44 5.08 0.64
O -2.28 -5.47 3.82
S -3.61 -5.19 3.32
O -4.27 -6.19 2.52
N -3.57 -3.69 2.57
C -4.07 -2.73 3.32
S -3.68 -1.10 3.00
C -4.83 -3.20 4.48
C -5.55 -2.49 5.45
C -6.16 -3.17 6.49
C -6.04 -4.57 6.59
C -5.28 -5.29 5.64
C -4.66 -4.58 4.61
H -5.60 -1.41 5.36
H -6.73 -2.63 7.24
H -6.54 -5.11 7.40
H -5.18 -6.37 5.69
```

Summary:
2S+1 = 5
E_LUMO (spin up / spin down) = -5.6 / -9.3 eV
Charge = +2
HOMO (spin up / spin down) = -12.13 / -12.13 eV
Gap between HOMO and LUMO (spin up / spin down) = 6.50 / 2.87 eV
Expectation value of S² = 6.05
ΔE to the lowest compared entry with this formula, charge and spin = 3.2 kcal per mole

A cluster of 2 separate species, C3H8NO2 in total. Source: the Open Molecules 2025 dataset; level of theory: the ωB97M-V functional and the def2-TZVPD basis.

```
14
C3H8NO2 the ωB97M-V functional and the def2-TZVPD basis
O 1.10 0.29 0.16
C 0.62 0.13 -0.94
O 1.06 -0.82 -1.77
C -0.51 0.96 -1.47
H 1.95 -1.04 -1.44
H -0.52 0.99 -2.56
H -0.50 1.95 -1.03
H -1.43 0.43 -1.20
C -1.11 -0.88 1.80
N -1.01 0.34 2.15
H -0.45 -1.26 1.04
H -1.87 -1.49 2.28
H -1.65 0.78 2.79
H -0.33 0.92 1.66
```

Summary:
2S+1 = 1
E_LUMO = -5.5 eV
Charge = +1
HOMO = -14.94 eV
Gap between HOMO and LUMO = 9.46 eV
ΔE to the lowest compared entry with this formula, charge and spin = 24.8 kcal per mole

A structure of composition C31H30N5O5PPtS2. Source: the Open Molecules 2025 dataset; level of theory: the ωB97M-V functional and the def2-TZVPD basis.

```
75
C31H30N5O5PPtS2 the ωB97M-V functional and the def2-TZVPD basis
Pt -0.70 0.74 0.75
N -1.32 2.81 1.59
C -2.11 3.40 0.50
C -3.02 2.37 -0.15
O -4.12 2.72 -0.58
N -2.50 1.12 -0.22
C -3.31 0.13 -0.69
C -4.36 -1.07 1.50
O -4.82 -1.92 0.85
O -3.94 -0.28 2.24
H -1.91 2.61 2.39
H -0.58 3.44 1.90
H -1.41 3.78 -0.25
H -2.73 4.23 0.83
H -2.85 -0.82 -0.91
H -4.27 0.39 -1.11
C 0.58 1.48 -0.94
C 1.97 1.67 -0.56
C 2.84 0.58 -0.38
C 4.14 0.76 0.05
C 4.63 2.05 0.31
C 3.78 3.14 0.14
C 2.48 2.95 -0.28
C 5.99 2.25 0.72
N 7.08 2.42 1.04
H 0.42 0.66 -1.64
H 0.10 2.39 -1.29
H 2.48 -0.42 -0.57
H 4.80 -0.09 0.17
H 4.16 4.14 0.33
H 1.83 3.81 -0.42
O 1.06 4.44 2.81
C 1.69 4.05 4.02
N 3.06 3.67 3.89
C 3.60 2.40 3.77
O 4.77 2.21 3.99
C 2.71 1.26 3.39
C 3.05 -0.01 3.84
C 2.27 -1.08 3.46
C 1.19 -0.87 2.63
N 0.88 0.34 2.15
C 1.63 1.38 2.53
H 1.56 5.16 2.41
H 1.10 3.22 4.40
H 1.64 4.87 4.74
H 3.77 4.34 4.14
H 3.93 -0.13 4.47
H 2.49 -2.09 3.80
H 0.56 -1.69 2.32
H 1.37 2.33 2.10
S 1.40 -2.39 -2.43
P -0.51 -2.75 -1.99
S -0.40 -2.00 -0.14
C -1.68 -1.91 -3.05
C -3.00 -2.37 -3.12
C -3.94 -1.64 -3.82
C -3.58 -0.46 -4.46
C -2.26 0.00 -4.39
C -1.32 -0.73 -3.69
C -0.98 -4.49 -2.02
C -1.49 -5.12 -0.89
C -1.87 -6.45 -0.96
C -1.73 -7.15 -2.15
C -1.21 -6.53 -3.28
C -0.84 -5.19 -3.22
H -3.29 -3.28 -2.62
H -4.97 -1.98 -3.87
H -4.32 0.12 -4.99
H -1.98 0.92 -4.88
H -0.29 -0.38 -3.62
H -1.60 -4.57 0.03
H -2.28 -6.94 -0.09
H -2.02 -8.19 -2.20
H -1.10 -7.07 -4.20
H -0.43 -4.70 -4.09
```

Summary:
2S+1 = 5
E_LUMO (spin up / spin down) = -0.2 / -2.6 eV
HOMO (spin up / spin down) = -5.84 / -8.32 eV
Gap between HOMO and LUMO (spin up / spin down) = 5.62 / 5.75 eV
Expectation value of S² = 6.03
ΔE to the lowest compared entry with this formula, charge and spin = 11.6 kcal per mole